No. 1
Below is 2 unconnected molecules or ions with the total composition BrH4NSi, with properties calculated with ωB97M-V/def2-TZVPD.

Results
M: 126.03 g mol⁻¹
relative energy (zero: lowest compared OMol25 entry of this formula, charge and spin): 3.113 eV
orbital gap: 9.1 eV
DFT total energy: -2920.59194 Eh
HOMO: -10.007 eV
SMILES: N=[SiH2].Br

Geometry (Å):
N (0.589, -0.270, 0.356)
H (1.513, 0.030, 0.378)
H (-1.957, 0.841, 0.063)
H (0.380, -2.295, 0.277)
H (-0.124, 2.229, -0.427)
Si (-0.441, 0.885, -0.210)
Br (0.326, -3.850, 0.205)



No. 2
Below is 5 unconnected molecules or ions with the total composition BrH8O4, with properties calculated with ωB97M-V/def2-TZVPD.

Results
M: 151.96 g mol⁻¹
relative energy (zero: lowest compared OMol25 entry of this formula, charge and spin): 0.636 eV
orbital gap: 8.6 eV
DFT total energy: -2879.87319 Eh
charge: -1
HOMO: -4.953 eV

Geometry (Å):
H (2.030, -3.393, 1.796)
O (-0.278, 1.866, 1.131)
H (0.044, 1.094, 0.669)
O (0.442, 2.974, -1.176)
H (0.753, 2.098, -1.413)
Br (1.081, -0.310, -0.845)
H (1.483, -2.311, 0.799)
O (1.504, -2.603, 1.721)
O (-2.265, -1.255, -0.611)
H (-0.046, 3.199, -1.949)
H (-1.452, -1.032, -1.085)
H (-2.056, -2.059, -0.151)
H (-1.242, 1.732, 1.113)



No. 3
Below is a molecular structure, BrH8O5V, with properties calculated with ωB97M-V/def2-TZVPD.

Results
M: 218.91 g mol⁻¹
relative energy (zero: lowest compared OMol25 entry of this formula, charge and spin): 0.000 eV
orbital gap (spin up / spin down): 5.9 / 8.3 eV
expectation value of S²: 2.015
DFT total energy: -3899.05546 Eh
multiplicity: 3
HOMO (spin up / spin down): -5.858 / -8.298 eV

Geometry (Å):
H (0.811, 2.216, -1.670)
O (0.003, 1.754, -1.447)
O (2.255, -0.124, 0.275)
O (0.233, -0.894, -1.301)
H (2.790, 0.486, 0.781)
H (-0.074, -2.837, 0.740)
H (-2.672, 0.365, -0.948)
Br (0.058, 1.542, 2.238)
V (-0.016, -0.066, 0.017)
H (2.877, -0.571, -0.299)
O (-2.131, 0.088, -0.209)
H (-0.409, -2.066, 2.000)
H (-0.693, 2.384, -1.634)
H (-2.746, -0.319, 0.401)
O (-0.284, -1.958, 1.057)



No. 4
Below is BrHN2O2 in the gas phase, with properties calculated with ωB97M-V/def2-TZVPD.

Results
M: 140.92 g mol⁻¹
relative energy (zero: lowest compared OMol25 entry of this formula, charge and spin): 0.000 eV
orbital gap: 8.2 eV
DFT total energy: -2834.40474 Eh
HOMO: -10.297 eV
SMILES: O=NNOBr

Geometry (Å):
O (1.750, 1.181, 0.393)
N (0.211, -0.178, -0.142)
N (0.602, 1.073, 0.030)
Br (-2.521, -0.628, 0.290)
O (-0.817, -0.576, -0.748)
H (0.776, -0.871, 0.178)



No. 5
Below is 2 unconnected molecules or ions with the total composition BrHNO, with properties calculated with ωB97M-V/def2-TZVPD.

Results
M: 110.92 g mol⁻¹
relative energy (zero: lowest compared OMol25 entry of this formula, charge and spin): 1.984 eV
orbital gap (spin up / spin down): 7.0 / 8.1 eV
DFT total energy: -2704.50510 Eh
charge: -1
HOMO (spin up / spin down): -2.819 / -3.709 eV

Geometry (Å):
Br (-1.324, 2.184, 1.267)
H (0.266, -0.213, 0.108)
N (-1.620, 0.487, -0.045)
O (-1.940, 0.841, -1.143)



No. 6
Below is a molecular structure, BrHgO2PbV, with properties calculated with ωB97M-V/def2-TZVPD.

Results
M: 570.64 g mol⁻¹
relative energy (zero: lowest compared OMol25 entry of this formula, charge and spin): 9.309 eV
orbital gap: 6.7 eV
DFT total energy: -4012.34541 Eh
charge: +4
HOMO: -29.123 eV

Geometry (Å):
Br (0.042, 0.478, -0.765)
O (-1.472, -1.225, 1.059)
Pb (0.058, -1.358, -2.042)
Hg (0.906, 2.414, -1.034)
V (0.097, -0.791, 0.892)
O (0.368, 0.483, 1.890)



No. 7
Below is a molecular structure, BrI3Mn, with properties calculated with ωB97M-V/def2-TZVPD.

Results
M: 515.55 g mol⁻¹
relative energy (zero: lowest compared OMol25 entry of this formula, charge and spin): 0.089 eV
orbital gap (spin up / spin down): 7.0 / 7.1 eV
expectation value of S²: 8.756
DFT total energy: -4618.37671 Eh
multiplicity: 6
charge: -2
HOMO (spin up / spin down): -1.897 / -1.972 eV

Geometry (Å):
Br (1.306, 1.289, 2.133)
I (-2.218, 1.255, -1.056)
I (-0.959, -2.395, 1.033)
Mn (0.032, 0.104, -0.025)
I (1.839, -0.254, -2.086)



No. 8
Below is a molecular structure, BrI3Zn, with properties calculated with ωB97M-V/def2-TZVPD.

Results
M: 526.01 g mol⁻¹
orbital gap: 6.8 eV
DFT total energy: -5246.69540 Eh
charge: -2
HOMO: -1.761 eV

Geometry (Å):
Br (2.679, -3.092, -20.538)
Zn (0.792, -1.665, -21.591)
I (-0.579, -0.769, -19.510)
I (1.157, 0.361, -23.346)
I (-0.755, -3.451, -23.184)